1.
# C9H14

A 2-piece molecular cluster, C9H14 overall (ωB97M-V with the def2-TZVPD basis set, the Open Molecules 2025 dataset).

* total charge: 0
* relative energy (zero: lowest compared OMol25 entry of this formula, charge and spin): 15.9 kcal per mole
* total energy: -9559.49305 eV
* orbital gap: 0.36721 Eh
* SMILES: Cc1ccccc1.CC

Positions of all 23 atoms, in Å:
C: 0.130 -2.564 2.332
C: -1.358 -2.712 2.158
H: 0.481 -1.569 2.584
H: 0.587 -3.346 2.938
H: 0.630 -2.764 1.371
H: -1.778 -3.361 2.924
H: -1.689 -3.019 1.166
H: -1.903 -1.770 2.297
C: 0.399 0.896 0.958
C: -0.649 0.661 -1.313
C: 0.424 1.171 -0.527
C: -0.603 0.918 -2.652
C: 1.338 2.064 -1.061
C: 0.264 1.870 -3.167
C: 1.202 2.521 -2.399
H: -1.311 -0.042 -0.831
H: -1.319 0.578 -3.397
H: 0.757 -0.097 1.218
H: -0.619 0.906 1.338
H: 2.159 2.487 -0.502
H: 0.078 2.243 -4.172
H: 1.775 3.343 -2.799
H: 1.004 1.586 1.537

---

2.
# C9H14

A 2-piece molecular cluster, C9H14 overall (ωB97M-V with the def2-TZVPD basis set, the Open Molecules 2025 dataset).

* total charge: 0
* relative energy (zero: lowest compared OMol25 entry of this formula, charge and spin): 16.8 kcal per mole
* total energy: -9559.45153 eV
* orbital gap: 0.36921 Eh
* SMILES: Cc1ccccc1.CC

Positions of all 23 atoms, in Å:
C: 1.770 -0.776 -0.633
C: 1.189 0.023 0.500
C: 0.759 -0.548 1.680
C: 1.100 1.420 0.356
C: 0.182 0.217 2.706
C: 0.391 2.147 1.276
C: -0.122 1.526 2.443
H: 1.660 -0.135 -1.511
H: 1.353 -1.764 -0.807
H: 0.735 -1.627 1.703
H: 1.636 1.918 -0.445
H: 0.074 -0.227 3.674
H: 0.101 3.187 1.193
H: -0.602 2.210 3.130
H: 2.834 -1.018 -0.535
C: -1.260 -1.469 -2.094
C: -2.002 -0.194 -1.678
H: -1.952 -2.164 -2.570
H: -0.451 -1.186 -2.743
H: -1.004 -2.012 -1.184
H: -1.283 0.500 -1.230
H: -2.558 -0.330 -0.769
H: -2.551 0.302 -2.462

---

3.
# C9H14

A 2-piece molecular cluster, C9H14 overall (ωB97M-V with the def2-TZVPD basis set, the Open Molecules 2025 dataset).

* total charge: 0
* relative energy (zero: lowest compared OMol25 entry of this formula, charge and spin): 7.8 kcal per mole
* total energy: -9559.84275 eV
* orbital gap: 0.36981 Eh
* SMILES: Cc1ccccc1.CC

Positions of all 23 atoms, in Å:
C: 0.572 -2.797 -1.504
C: -0.484 0.604 -0.163
C: 0.258 -0.395 -0.774
C: -1.779 0.362 0.290
C: -0.249 -1.684 -0.906
C: -2.337 -0.886 0.052
C: -1.579 -1.886 -0.535
H: -0.048 1.575 0.040
H: 1.272 -0.149 -1.063
H: -2.295 1.158 0.813
H: -3.341 -1.086 0.406
H: 1.139 -2.454 -2.366
H: -0.049 -3.632 -1.827
H: -2.007 -2.868 -0.693
H: 1.251 -3.155 -0.730
C: 1.609 3.367 1.509
C: 2.612 2.201 1.438
H: 0.561 3.046 1.453
H: 1.770 3.700 2.539
H: 1.648 4.185 0.796
H: 2.461 1.498 2.254
H: 3.589 2.673 1.579
H: 2.701 1.691 0.501

---

4.
# C9H14

A 2-piece molecular cluster, C9H14 overall (ωB97M-V with the def2-TZVPD basis set, the Open Molecules 2025 dataset).

* total charge: 0
* relative energy (zero: lowest compared OMol25 entry of this formula, charge and spin): 70.9 kcal per mole
* total energy: -9557.10541 eV
* orbital gap: 0.35362 Eh
* SMILES: Cc1ccccc1.CC

Positions of all 23 atoms, in Å:
C: -0.250 -2.346 3.408
C: 1.043 -1.426 3.179
H: -0.769 -2.385 2.499
H: 0.028 -3.363 3.601
H: -0.765 -1.873 4.333
H: 0.731 -0.394 3.160
H: 1.588 -1.718 2.183
H: 1.790 -1.426 3.994
C: -1.961 -0.693 -0.377
C: 1.041 1.623 -0.397
C: -0.171 1.072 -0.038
C: 1.330 1.679 -1.761
C: -0.722 0.206 -0.931
C: 0.552 0.873 -2.670
C: -0.645 0.378 -2.328
H: 1.899 2.047 0.222
H: -0.590 1.158 0.941
H: 2.236 2.223 -2.179
H: 1.085 0.729 -3.638
H: -1.777 -1.037 0.629
H: -2.347 -1.705 -0.894
H: -1.421 -0.340 -2.907
H: -2.994 -0.112 -0.449

---

| no. | lowest unoccupied orbital energy (eV) |
| --- | --- |
| 1 | 1.027 |
| 2 | 1.037 |
| 3 | 1.040 |
| 4 | 0.966 |